Record 1
Here is one molecule with the formula C2H4N2O at a distorted geometry from the OMol25 dataset. Energies are from the ωB97M-V functional and the def2-TZVPD basis.

The geometry in ORCA input format:
```
! RIJCOSX wB97M-V def2-TZVPD def2/J DEFGRID3
* xyz 0 1
C 0.2252 -0.8217 -1.7978
C -0.2460 0.5978 1.4527
N -0.1774 -0.2805 -0.6245
N 0.1120 -0.4775 0.5579
O -0.4059 -1.5082 -2.5636
H 1.1781 -0.1289 -2.1933
H -0.5488 0.1843 2.4905
H -0.9381 1.4774 1.1146
H 0.8011 0.9574 1.5635
*
```

Output
Largest force on an atom: 3.43 eV Å⁻¹
Relative energy (zero: lowest compared OMol25 entry of this formula, charge and spin): 2.863 eV
LUMO level: 0.00124 hartree

Results of the Löwdin charge analysis, in e, for atoms 1 through 5: atom 1 (C): -0.37, atom 2 (C): -0.13, atom 3 (N): 0.03, atom 4 (N): -0.02, atom 5 (O): 0.03

Record 2
Here is a 2-piece molecular cluster, C2H4N2O overall at a distorted geometry from the OMol25 dataset. Energies are from the ωB97M-V functional and the def2-TZVPD basis.

The geometry in ORCA input format:
```
! RIJCOSX wB97M-V def2-TZVPD def2/J DEFGRID3
* xyz 0 1
C -0.5678 1.2854 1.0024
C -0.7872 -0.5602 -0.5165
N 2.2166 -0.8937 -0.1387
N -0.0769 0.4462 0.2598
O 2.0852 0.3066 -0.1256
H -0.1016 1.9944 1.6216
H -1.3830 -0.2381 -1.3497
H 0.1010 -1.1047 -0.9411
H -1.4863 -1.2359 0.1878
*
```

Output
Largest force on an atom: 6.14 eV Å⁻¹
Relative energy (zero: lowest compared OMol25 entry of this formula, charge and spin): 6.053 eV
LUMO level (alpha / beta): 0.00712 / -0.01803 hartree

Results of the Löwdin charge analysis, in e, for atoms 1 through 5: atom 1 (C): 0.05, atom 2 (C): -0.13, atom 3 (N): 0.07, atom 4 (N): -0.16, atom 5 (O): -0.10